No. 1
Here is a structure of composition C21H20Cl5N2SiTeTl from the OMol25 dataset. Energies are from wB97M-V/def2-TZVPD.

```
51
Properties=species:S:1:pos:R:3:forces:R:3:mulliken_charge:R:1
Tl -0.02021 1.21334 -0.00375 -0.07 0.22 -0.01 0.63
Cl 0.35982 2.08096 3.39483 -0.05 0.01 -0.06 -0.18
C -1.10874 2.64702 2.66621 -0.02 0.12 0.07 0.98
C -1.39829 2.31559 1.35292 0.01 -0.10 -0.19 -0.89
C -2.60300 2.75589 0.82520 -0.11 -0.02 0.06 0.61
Cl -3.06115 2.26226 -0.77898 0.01 0.01 0.08 -0.17
C -3.48538 3.54871 1.55493 -0.05 -0.01 -0.06 -0.28
Cl -4.96397 4.09171 0.86309 0.03 -0.01 0.02 -0.18
C -3.15811 3.89597 2.86313 -0.01 0.02 0.04 0.50
Cl -4.22502 4.88261 3.78141 0.03 -0.03 -0.01 -0.18
C -1.97139 3.43482 3.42909 0.04 -0.01 0.04 -0.29
Cl -1.58188 3.84507 5.05389 -0.01 -0.01 -0.03 -0.18
C 3.52871 2.61681 0.99450 -0.02 -0.03 0.00 -1.39
C 3.23152 1.19026 1.35228 -0.07 -0.05 0.01 0.49
C 4.14604 0.37223 1.98148 0.00 -0.04 0.06 -0.78
C 3.77063 -0.94564 2.26219 0.04 0.03 0.00 -0.42
C 2.53150 -1.42493 1.91267 -0.10 -0.02 -0.04 -0.83
C 1.63657 -0.55473 1.25289 -0.10 -0.12 -0.08 0.75
N 2.02500 0.72040 1.01460 0.20 0.05 -0.02 0.07
N 0.38018 -0.81907 0.82040 0.27 0.14 -0.01 0.20
Si -0.47382 -2.29092 0.48047 -0.01 0.12 -0.05 -0.21
C -2.27792 -1.82401 0.44723 -0.14 0.08 -0.02 -0.81
C -0.20992 -3.60895 1.76665 0.04 -0.12 0.17 -1.15
C 0.03591 -2.91460 -1.19740 0.06 -0.02 -0.14 -0.42
H 4.17750 3.08030 1.73627 0.01 -0.02 -0.01 0.43
H 2.60643 3.19315 0.92612 0.00 0.00 0.02 0.23
H 4.02953 2.66636 0.02522 -0.02 0.00 0.00 0.27
H 5.12027 0.75289 2.25481 -0.01 -0.02 0.01 0.45
H 4.46825 -1.60322 2.76714 0.00 0.01 0.00 0.43
H 2.23280 -2.43727 2.14235 0.03 0.03 -0.01 0.24
H -2.70404 -1.80372 1.45397 0.02 0.04 -0.05 0.26
H -2.85271 -2.53756 -0.15019 0.00 0.04 0.05 0.37
H -2.42603 -0.83216 0.00505 -0.04 -0.06 -0.01 0.14
H -0.39108 -3.21628 2.77110 0.02 -0.05 -0.03 0.34
H 0.79487 -4.03577 1.73567 -0.05 -0.02 0.01 0.35
H -0.91773 -4.42466 1.59012 0.03 0.02 0.03 0.35
H -0.01126 -2.08856 -1.91406 -0.01 -0.10 0.00 -0.26
H -0.61038 -3.71618 -1.56728 0.03 0.03 0.05 0.40
H 1.06507 -3.28665 -1.18481 -0.03 0.03 -0.03 0.35
Te 0.52250 2.19374 -2.51864 0.03 -0.09 0.18 0.03
C -0.09351 0.46076 -3.56264 0.02 -0.07 0.04 -0.09
C 0.84021 -0.50704 -3.92578 -0.11 -0.03 -0.10 -0.43
C 0.43226 -1.63422 -4.63011 -0.01 0.08 0.00 -0.43
C -0.90481 -1.80243 -4.96595 0.06 0.01 0.01 -0.43
C -1.83557 -0.83872 -4.60296 0.01 0.04 0.03 -0.50
C -1.43266 0.29552 -3.90713 0.02 -0.12 -0.01 -0.28
H 1.88075 -0.38317 -3.65483 -0.01 0.00 0.00 0.40
H 1.16173 -2.38465 -4.90860 -0.01 0.01 0.01 0.38
H -1.21956 -2.68416 -5.51016 0.00 0.02 0.01 0.39
H -2.87951 -0.96558 -4.86289 0.02 0.01 0.00 0.39
H -2.16041 1.04845 -3.63175 0.02 0.00 -0.01 0.36
```
Forces are in eV/Å.

Properties
- F_max (eV Å⁻¹) = 0.30
- gap between HOMO and LUMO (eV) = 7.877
- total energy (eV) = -107559.9355
- M (g/mol) = 837.739

=====

No. 2
Here is a structure of composition C21H20ClCoF4N3O6 in a non-equilibrium geometry from the OMol25 dataset. Energies are from wB97M-V/def2-TZVPD.

```
56
Properties=species:S:1:pos:R:3:forces:R:3:nbo_charge:R:1
Co 0.52520 0.31960 0.22830 0.92 1.25 1.16 1.59
C -1.96950 3.17930 -2.39600 0.12 -0.29 0.13 -0.64
C -0.96870 2.21850 -1.73490 -0.04 0.38 -0.31 -0.25
N -1.27350 1.84690 -0.34370 -0.04 -0.62 -0.04 -0.49
C -1.52110 3.05530 0.44830 0.08 0.30 0.54 -0.23
C -1.50820 2.84150 1.95590 0.09 -0.21 -0.29 -0.63
C -2.40370 0.92980 -0.22700 0.09 -0.08 -0.12 -0.22
C -2.17080 -0.36530 -0.99620 -0.51 0.53 0.23 -0.28
N -0.85560 -0.91180 -0.70960 0.11 0.22 -0.05 -0.44
C -0.60400 -2.13760 -1.19230 0.17 -1.04 -0.29 0.01
C 0.55740 -2.82890 -0.74340 0.74 0.92 1.05 0.36
F 1.29780 -2.19550 0.19360 -0.62 -0.96 -0.97 -0.26
C 0.92770 -4.08190 -1.17350 0.41 -0.48 0.01 0.34
F 2.04390 -4.66020 -0.69170 -0.52 0.41 -0.15 -0.29
C 0.15830 -4.78010 -2.09520 -0.11 0.60 0.32 -0.28
C -1.00130 -4.16320 -2.52700 -0.31 -0.07 -0.27 0.31
F -1.80190 -4.81830 -3.39500 0.28 0.30 0.30 -0.30
C -1.38540 -2.90300 -2.10460 -0.84 0.02 -0.41 0.36
F -2.56360 -2.44600 -2.61400 0.86 -0.21 0.31 -0.31
H -1.79380 3.19430 -3.46930 0.00 0.00 -0.09 0.22
H -1.85550 4.19800 -2.02810 -0.02 -0.04 0.04 0.22
H -2.99660 2.85630 -2.22340 -0.11 0.07 -0.09 0.19
H 0.02690 2.66910 -1.74950 -0.05 -0.13 0.07 0.26
H -0.91020 1.30040 -2.31910 0.11 0.02 -0.09 0.18
H -2.49310 3.48940 0.16210 0.13 -0.02 -0.09 0.17
H -0.74290 3.77790 0.20210 -0.06 -0.08 -0.08 0.23
H -2.38650 2.29920 2.29800 -0.11 -0.04 0.13 0.19
H -1.49280 3.81110 2.44850 -0.03 0.05 0.06 0.22
H -0.61110 2.29540 2.23650 -0.03 0.08 0.11 0.25
H -3.34280 1.38800 -0.58290 0.06 -0.14 0.11 0.18
H -2.51840 0.68110 0.82970 -0.08 0.11 -0.01 0.21
H -2.29850 -0.17800 -2.06920 0.12 -0.20 0.12 0.22
H -2.95360 -1.07620 -0.69800 0.19 0.06 -0.12 0.22
H 0.42910 -5.76040 -2.44230 0.09 -0.16 -0.03 0.26
O 0.18400 0.12970 7.22070 -1.15 0.22 1.22 -0.75
C 1.23110 -0.08130 6.62850 -0.40 -0.09 -2.54 0.76
O 2.38750 -0.26520 6.95700 1.42 -0.17 0.78 -0.73
C 1.00640 -0.12590 5.02740 0.19 0.03 1.39 -0.07
C -0.28180 -0.29310 4.54260 -0.08 -0.02 -0.66 -0.20
C -0.48270 -0.29550 3.17380 -0.19 -0.19 0.70 0.00
N 0.51920 -0.14150 2.31540 -0.27 0.00 -0.94 -0.60
C 1.75770 -0.01040 2.78210 1.16 0.14 -0.03 0.10
C 2.05640 0.00230 4.13980 -0.38 -0.09 -0.69 -0.21
C 2.89250 0.10120 1.72140 -0.58 0.03 1.96 0.76
O 4.03320 0.21630 2.12660 0.32 0.02 -0.18 -0.65
O 2.48850 0.03620 0.53090 -0.64 -0.45 -2.06 -0.82
H -1.09880 -0.41450 5.23580 -0.05 0.06 0.11 0.23
H -1.46990 -0.44180 2.75380 -0.12 0.06 -0.09 0.17
H 3.08200 0.10450 4.45870 -0.01 -0.01 0.11 0.27
Cl 1.34700 5.52480 0.36090 -0.35 0.70 -0.12 -0.08
C 2.44070 4.20750 0.79700 0.27 -0.79 -0.04 -0.47
C 1.90420 2.93180 0.09490 0.39 0.71 0.55 0.78
O 2.11950 2.75440 -1.09240 0.15 -0.12 -0.80 -0.70
O 1.20650 2.21540 0.86260 -0.71 -0.53 0.28 -0.82
H 2.39940 4.09230 1.87790 0.07 0.01 -0.11 0.23
H 3.43940 4.47680 0.45760 -0.11 -0.09 -0.01 0.22
```
Forces are in eV/Å.

Properties
- energy above the lowest of the compared OMol25 structures with the same formula, charge and spin (eV) = 1.440
- F_max (eV Å⁻¹) = 2.57
- gap between HOMO and LUMO (spin up / spin down) (eV) = 6.576 / 3.496
- total charge = -1
- 2S+1 = 5
- total energy (eV) = -99878.0453
- M (g/mol) = 580.784

=====

No. 3
Here is a structure of composition C21H20ClMnN2S2Se2 in a non-equilibrium geometry from the OMol25 dataset. Energies are from wB97M-V/def2-TZVPD.

```
49
Properties=species:S:1:pos:R:3:forces:R:3:nbo_charge:R:1
Mn -0.07598 0.25678 -0.72269 -0.63 -0.39 -0.38 0.76
Se 2.08892 3.18028 -0.42059 -0.21 0.29 0.09 0.23
Se 2.90382 2.01468 -2.21409 0.12 -0.24 -0.18 0.25
C 2.97562 0.27448 -1.37779 -0.02 0.21 0.11 0.06
C 4.03012 -0.56692 -1.71179 -0.17 0.16 -0.07 -0.27
C 4.28192 -1.66042 -0.90919 -0.24 0.08 0.10 -0.11
C 3.49402 -1.84402 0.22011 0.02 0.08 0.00 -0.24
C 2.41182 -1.01362 0.42531 0.29 -0.07 0.15 0.06
N 2.11502 0.01178 -0.38889 -0.28 -0.02 -0.25 -0.58
C 0.29112 3.36918 -1.10519 0.25 -0.15 -0.06 0.06
C -0.32648 4.60878 -1.05759 0.15 -0.19 0.15 -0.26
C -1.53188 4.77718 -1.71449 -0.03 -0.31 -0.08 -0.11
C -2.00468 3.72448 -2.48739 0.09 0.10 0.05 -0.25
C -1.32388 2.52138 -2.47049 -0.16 0.08 -0.26 0.07
N -0.23538 2.30268 -1.71889 -0.05 -0.24 0.26 -0.57
H 4.64832 -0.33892 -2.56679 0.11 0.07 0.01 0.24
H 5.09852 -2.32692 -1.13649 0.09 -0.08 0.01 0.24
H 3.70882 -2.62712 0.92411 -0.03 -0.18 0.13 0.24
H 1.75352 -1.14582 1.27381 -0.05 -0.12 -0.05 0.23
H 0.14942 5.41648 -0.52459 0.03 0.11 0.01 0.25
H -2.05888 5.71648 -1.65289 -0.05 0.09 -0.08 0.24
H -2.89268 3.81688 -3.09119 -0.07 0.04 -0.05 0.24
H -1.65468 1.69718 -3.08869 -0.04 0.07 0.16 0.23
C -4.02748 -2.10612 -1.66559 -0.08 -0.06 0.01 -0.66
C -2.61238 -1.75002 -1.36549 0.35 1.20 0.19 -0.17
S -2.21928 -0.06862 -1.32409 0.34 -0.25 0.11 0.12
C -1.60248 -2.63362 -1.14739 1.04 0.62 0.25 -0.15
C -1.72978 -4.11632 -1.19179 0.06 -0.10 -0.06 -0.66
S -0.03438 -1.96162 -0.83059 -0.49 0.13 0.07 0.12
H -4.63528 -1.20882 -1.74019 -0.08 -0.02 -0.03 0.24
H -4.43448 -2.74002 -0.88029 -0.11 -0.07 0.02 0.23
H -4.08048 -2.64552 -2.60839 -0.11 -0.09 -0.10 0.24
H -2.77238 -4.41292 -1.25559 -0.06 -0.08 0.02 0.23
H -1.28248 -4.56102 -0.30499 -0.03 -0.09 0.01 0.24
H -1.20528 -4.51122 -2.06259 0.00 -0.06 -0.01 0.24
Cl 1.70262 -1.40682 6.00681 0.03 -0.04 0.06 0.05
C 1.00672 -0.74562 4.57891 -0.06 0.22 -0.37 -0.01
C -0.13738 -1.32272 4.03081 0.14 -0.02 0.21 -0.25
C -0.70498 -0.77882 2.90041 0.22 0.38 -0.27 -0.12
C -0.14248 0.35308 2.27631 0.35 -0.29 0.54 -0.12
C -0.79768 0.98498 1.14001 -0.87 0.00 0.32 -0.55
C 1.01492 0.91318 2.84921 -0.47 -0.10 -0.37 -0.18
C 1.57902 0.37718 3.98491 0.04 -0.22 0.31 -0.24
H -0.58708 -2.17352 4.51881 -0.02 -0.09 0.02 0.24
H -1.61068 -1.21002 2.49711 -0.05 -0.05 -0.07 0.21
H -0.53188 2.05278 1.07101 0.05 -0.38 -0.45 0.21
H -1.88698 0.86388 1.20291 0.50 0.10 -0.21 0.23
H 1.44102 1.80378 2.40451 0.07 -0.01 -0.03 0.22
H 2.44442 0.83968 4.43181 0.12 -0.01 0.07 0.24
```
Forces are in eV/Å.

Properties
- energy above the lowest of the compared OMol25 structures with the same formula, charge and spin (eV) = 0.585
- F_max (eV Å⁻¹) = 1.27
- gap between HOMO and LUMO (spin up / spin down) (eV) = 6.080 / 6.182
- total charge = +1
- 2S+1 = 2
- total energy (eV) = -221279.9331
- M (g/mol) = 612.850

=====

No. 4
Here is a structure of composition C21H20ClO2PPd in a non-equilibrium geometry from the OMol25 dataset. Energies are from wB97M-V/def2-TZVPD.

```
46
Properties=species:S:1:pos:R:3:forces:R:3:nbo_charge:R:1
Cl -2.05487 3.16742 -1.98456 -0.09 0.28 -0.34 0.02
C -0.85538 -1.93793 -1.07551 -0.19 0.67 -0.81 -0.17
C 0.55039 -2.14033 -0.93614 0.42 0.56 -0.66 -0.18
C 1.22103 -1.11914 -1.68625 -0.70 -0.62 -0.23 -0.22
H 1.01315 -2.98022 -0.41466 -0.10 0.41 -0.15 0.26
C 0.23412 -0.31650 -2.38058 -0.27 -1.17 0.51 0.04
C -1.05801 -0.80787 -1.94224 0.62 -0.68 -0.04 -0.24
H -1.97717 -0.39287 -2.32126 -0.24 -0.20 0.09 0.27
H -1.62184 -2.58301 -0.65010 0.12 0.30 -0.12 0.26
H 2.28113 -0.99367 -1.83187 0.14 -0.11 0.12 0.27
C 0.47712 0.77615 -3.33792 0.06 0.51 0.12 -0.67
Pd 0.00710 0.42524 -0.29473 -0.10 -1.14 -0.20 0.43
C 1.77903 0.92536 0.54162 2.61 3.40 3.65 0.49
O 2.48738 1.50878 1.25343 -2.37 -2.45 -3.00 -0.37
C -1.72132 1.47760 -0.02144 -3.28 4.40 4.54 0.47
O -2.39903 2.20289 0.63014 3.19 -3.94 -3.57 -0.40
H 1.42523 1.25959 -3.09388 0.00 0.04 -0.18 0.25
H -0.32733 1.51269 -3.22714 0.20 -0.11 -0.31 0.25
H 0.52838 0.44366 -4.38170 -0.10 -0.10 0.19 0.29
C -0.66486 -3.01639 3.24435 -0.34 -0.99 0.13 -0.95
P -0.28045 -1.55336 2.23296 -0.05 1.14 2.97 1.21
C -1.61225 -0.45726 2.94880 0.75 -0.09 -1.62 -0.34
C -2.92603 -0.87813 2.67050 -0.29 -0.40 0.09 -0.18
C -4.01726 -0.16382 3.15696 -0.01 -0.62 -0.38 -0.20
C -3.80955 1.01783 3.86645 0.38 -0.32 -0.19 -0.13
C -2.51045 1.49661 4.04592 0.59 -0.29 -0.19 -0.12
C -1.41426 0.79352 3.53926 -0.03 0.32 0.26 -0.23
C 1.42778 -1.16936 2.86540 -0.38 -0.51 -0.58 -0.39
C 1.63000 -0.66030 4.14627 -0.43 0.06 -0.24 -0.22
C 2.92181 -0.57214 4.64981 -0.07 0.00 -0.03 -0.13
C 4.00418 -1.05614 3.91788 -0.49 0.06 -0.50 -0.17
C 3.79525 -1.63539 2.66359 0.14 -0.06 -0.29 -0.18
C 2.51115 -1.67941 2.13697 -0.48 -0.20 -0.19 -0.23
H -1.68902 -3.36199 3.09380 0.03 0.08 -0.01 0.26
H -0.56904 -2.68787 4.29799 0.02 0.00 -0.54 0.28
H -0.00643 -3.87304 3.09493 0.14 0.22 -0.19 0.27
H -3.05795 -1.79262 2.08059 -0.25 0.32 0.33 0.22
H -5.02697 -0.54952 2.97614 0.42 0.27 0.08 0.25
H -4.65453 1.56231 4.24968 -0.11 0.16 0.11 0.25
H -2.33556 2.41704 4.58102 -0.04 0.12 0.00 0.24
H -0.40328 1.18360 3.61888 -0.20 0.11 0.16 0.24
H 0.74529 -0.39036 4.71482 0.39 0.22 0.25 0.23
H 3.06882 -0.11843 5.61943 0.08 -0.09 0.08 0.24
H 5.00519 -0.97236 4.29648 0.22 -0.02 0.22 0.25
H 4.62983 -2.04514 2.07702 -0.40 0.22 0.42 0.25
H 2.28790 -2.16552 1.18130 0.46 0.24 0.25 0.21
```
Forces are in eV/Å.

Properties
- F_max (eV Å⁻¹) = 7.12
- gap between HOMO and LUMO (spin up / spin down) (eV) = 8.183 / 5.438
- total charge = +2
- 2S+1 = 5
- total energy (eV) = -51466.3124
- M (g/mol) = 477.236

=====

No. 5
Here is a cluster of 2 separate species, C21H20F5NO4 in total in a non-equilibrium geometry from the OMol25 dataset. Energies are from wB97M-V/def2-TZVPD.

```
51
Properties=species:S:1:pos:R:3:forces:R:3:nbo_charge:R:1
C 0.03663 0.71852 -0.53965 -0.08 -0.03 -0.10 -0.42
N -0.45021 -0.07478 -1.66699 0.89 0.47 -0.08 -0.47
C -0.86755 0.79265 -2.79578 -0.19 -0.38 0.03 -0.41
C 0.41019 -1.08678 -2.13011 -0.42 -0.20 -0.02 0.71
O 0.02069 -1.90819 -2.92518 0.02 0.04 -0.25 -0.56
C 1.84857 -1.12529 -1.64555 0.00 0.08 0.34 -0.55
C 1.95724 -1.83827 -0.32329 -0.04 -0.07 0.07 -0.02
C 1.22782 -2.89917 0.02902 0.06 0.22 -0.15 -0.25
C 1.45161 -3.53713 1.34422 0.04 -0.04 -0.09 0.49
O 1.17996 -4.69236 1.57166 -0.18 0.02 0.07 -0.47
C 2.04926 -2.66590 2.39379 0.23 0.24 0.18 -0.20
C 2.76756 -1.58849 2.07635 -0.01 -0.15 -0.07 -0.13
C 3.34012 -0.69253 3.15569 0.03 -0.02 -0.08 0.67
F 4.24215 0.17824 2.62435 0.02 -0.13 0.06 -0.32
F 4.04587 -1.47501 4.04086 -0.07 0.08 0.00 -0.34
C 2.32653 0.12547 3.93822 -0.08 0.12 0.08 -0.10
C 2.82189 1.18834 4.69044 -0.07 0.01 0.08 -0.15
C 1.96472 1.97976 5.43884 -0.15 -0.01 0.00 -0.21
C 0.60061 1.72607 5.44078 0.01 -0.17 -0.12 -0.18
C 0.10806 0.66471 4.69231 0.18 0.06 0.05 -0.08
C -1.36765 0.39308 4.70576 -0.22 -0.01 0.00 0.96
F -1.71567 -0.61886 3.89114 0.06 0.08 0.09 -0.32
F -1.80129 0.07777 5.94256 0.04 0.01 -0.10 -0.32
F -2.07490 1.47394 4.31615 0.07 -0.07 0.03 -0.32
C 0.96239 -0.13453 3.94653 0.00 0.04 -0.08 -0.21
C 3.01644 -1.33444 0.61461 -0.20 -0.03 0.05 0.51
O 4.00792 -0.80352 0.18504 0.02 0.16 -0.01 -0.47
H -0.77739 1.34754 -0.18439 -0.04 -0.01 0.00 0.22
H 0.32416 0.06794 0.28465 0.03 -0.01 0.02 0.20
H 0.87811 1.37228 -0.80006 0.02 0.03 0.04 0.18
H -1.63698 0.31679 -3.39243 -0.06 0.03 0.05 0.24
H -0.02664 1.00998 -3.46273 0.03 0.08 0.06 0.18
H -1.22865 1.73130 -2.38529 -0.17 -0.01 -0.03 0.20
H 2.44560 -1.63184 -2.40142 -0.07 -0.09 -0.03 0.27
H 2.25114 -0.11908 -1.53430 0.05 -0.01 -0.02 0.24
H 0.49045 -3.32611 -0.64052 0.05 -0.16 0.02 0.25
H 1.89308 -2.95169 3.42751 0.04 -0.17 -0.03 0.24
H 3.88153 1.40075 4.68953 0.02 -0.03 -0.03 0.24
H 2.35091 2.80451 6.02120 0.07 0.00 -0.01 0.23
H -0.08341 2.34150 6.00933 0.03 0.04 0.04 0.23
H 0.53719 -0.93729 3.36459 0.04 -0.02 -0.02 0.24
C -4.76305 2.21208 -5.30933 0.12 0.01 0.09 -0.72
C -3.76945 1.27309 -5.95001 -0.02 -0.02 -0.02 0.60
C -4.20751 0.58495 -7.21949 0.14 -0.05 0.02 -0.72
O -2.67747 1.08049 -5.46935 -0.01 0.05 -0.01 -0.55
H -4.33280 2.64153 -4.40788 0.00 0.00 0.00 0.23
H -5.02306 3.01228 -6.00408 -0.07 -0.03 -0.02 0.23
H -5.67611 1.67214 -5.05378 -0.04 0.03 -0.06 0.23
H -4.44741 1.32658 -7.98315 -0.08 0.00 0.01 0.23
H -5.10097 -0.01247 -7.03137 -0.05 0.05 -0.03 0.23
H -3.41020 -0.06055 -7.57899 0.00 0.00 0.01 0.24
```
Forces are in eV/Å.

Properties
- F_max (eV Å⁻¹) = 1.01
- gap between HOMO and LUMO (eV) = 7.859
- total energy (eV) = -45368.3788
- SMILES string = CN(C)C(=O)CC1=CC(=O)C=C(C(F)(F)c2cccc(C(F)(F)F)c2)C1=O.CC(C)=O
- M (g/mol) = 445.384